Formula: C2H9CeNNbO
Source: the Open Molecules 2025 dataset
Level of theory: ωB97M-V/def2-TZVPD

Properties
E_HOMO (alpha / beta) = -16.409 / -16.413 eV

Geometry as ORCA input:
```
! RIJCOSX wB97M-V def2-TZVPD def2/J DEFGRID3
* xyz 2 2
N 2.0958 -1.1482 -0.2488
Nb 0.7777 0.3139 -0.2161
C -1.0692 -0.9164 0.0246
C -2.3162 -0.1764 -0.0724
O -2.7066 0.3332 -1.0635
H 2.9398 -0.9540 -0.7699
H 2.3663 -1.4919 0.6668
H 0.9792 0.5440 1.6605
H 2.0869 1.6090 -0.4294
H 0.5817 0.3755 -2.0149
H -0.3027 1.8234 -0.0952
H -1.0121 -1.6248 -0.7633
H -1.0211 -1.3894 0.9744
H -2.9171 -0.0810 0.8433
Ce -0.4824 2.7831 1.5041
*
```

Atomic partial charges in e from the Löwdin method, atoms 1 to 8: N -0.14; Nb 1.09; C -0.25; C -0.45; O 0.07; H 0.03; H 0.04; H -0.06


Formula: C14H19BN2O5S
Source: the Open Molecules 2025 dataset
Level of theory: ωB97M-V/def2-TZVPD

Properties
SMILES = O=S1(=O)CC[C@H](B(O)O)CO1.c1ccncc1.c1ccncc1
E_HOMO = -9.852 eV

Geometry as ORCA input:
```
! RIJCOSX wB97M-V def2-TZVPD def2/J DEFGRID3
* xyz 0 1
O 0.2145 2.1647 3.7990
S 0.6442 2.2999 2.4370
O 2.0210 2.5379 2.1455
C 0.0514 0.9107 1.5237
C -1.4889 0.8231 1.5237
C -2.1975 2.0996 1.9907
B -3.7531 2.1209 1.6538
O -4.5565 3.0885 2.2140
O -4.3052 1.2758 0.7128
C -1.5343 3.3186 1.3671
O -0.1470 3.4978 1.7634
H 0.5277 0.0569 2.0057
H 0.4368 1.0250 0.5107
H -1.7818 0.6021 0.4958
H -1.8044 -0.0315 2.1250
H -2.1186 2.1887 3.0807
H -4.5651 3.1232 3.1719
H -4.4094 0.3590 0.9686
H -1.5372 3.2385 0.2755
H -2.0370 4.2440 1.6444
N -0.8020 -0.2236 -1.7705
C 0.2332 -0.7731 -2.4017
C 0.4417 -0.6536 -3.7684
C -0.4723 0.0706 -4.5167
C -1.5528 0.6495 -3.8692
C -1.6705 0.4767 -2.4981
H 0.9236 -1.3325 -1.7784
H 1.3036 -1.1174 -4.2287
H -0.3440 0.1855 -5.5855
H -2.2908 1.2251 -4.4111
H -2.5040 0.9165 -1.9582
N 2.2490 -2.5642 0.1414
C 3.4577 -2.0589 0.3813
C 4.6188 -2.8180 0.3773
C 4.5208 -4.1742 0.1118
C 3.2687 -4.7132 -0.1378
C 2.1687 -3.8689 -0.1120
H 3.4979 -0.9949 0.5887
H 5.5734 -2.3519 0.5790
H 5.4038 -4.8000 0.1006
H 3.1420 -5.7664 -0.3484
H 1.1740 -4.2566 -0.3041
*
```

Atomic partial charges in e from the Löwdin method, atoms 1 to 8: O -0.27; S 0.61; O -0.27; C -0.20; C -0.17; C -0.21; B -0.60; O 0.17


Formula: C19H48O7P2
Source: the Open Molecules 2025 dataset
Level of theory: ωB97M-V/def2-TZVPD

Properties
E_HOMO = -9.161 eV

Geometry as ORCA input:
```
! RIJCOSX wB97M-V def2-TZVPD def2/J DEFGRID3
* xyz 0 1
C -1.4066 2.9184 3.2560
C -0.1010 3.1113 2.4777
C -0.2849 4.0046 1.2459
C 0.7040 3.7647 0.0967
C 2.1655 3.4747 0.4996
C 2.7401 2.1879 -0.1102
C 3.9499 1.6122 0.6572
C 3.9486 0.0928 0.9517
C 4.0364 -0.2308 2.4552
C 2.7086 -0.0074 3.2105
C 1.7069 -1.1743 3.0360
C 0.5301 -0.8944 2.0735
C 0.2773 -2.0882 1.1624
O -0.4531 -1.7717 -0.0334
P -1.8539 -1.0313 0.0217
O -1.7948 0.4411 0.1278
O -2.6698 -1.7200 1.2216
O -2.5740 -1.6055 -1.2704
P -3.1770 -0.5504 -2.4741
C -4.7154 -0.0452 -1.6312
C -3.8700 -1.9050 -3.5138
C -3.4768 -1.6793 -4.9829
H -1.2162 2.6728 4.3046
H -1.9712 3.8572 3.2594
H -2.0303 2.1325 2.8185
H 0.6205 3.5817 3.1575
H 0.3320 2.1501 2.1829
H -1.2919 3.8180 0.8506
H -0.2672 5.0568 1.5466
H 0.6996 4.6668 -0.5255
H 0.3259 2.9606 -0.5402
H 2.7795 4.2872 0.0956
H 2.3082 3.4895 1.5829
H 1.9559 1.4289 -0.2324
H 3.0710 2.4414 -1.1229
H 4.0659 2.1655 1.5943
H 4.8454 1.8127 0.0625
H 3.0540 -0.3739 0.5239
H 4.8189 -0.3535 0.4590
H 4.8429 0.3655 2.8916
H 4.3196 -1.2802 2.5849
H 2.9239 0.1013 4.2772
H 2.2477 0.9297 2.8846
H 1.2955 -1.4213 4.0182
H 2.2504 -2.0674 2.7050
H -0.3667 -0.6716 2.6580
H 0.7478 -0.0352 1.4340
H -0.2279 -2.9085 1.6879
H 1.2315 -2.4843 0.8095
H -2.3037 -2.5464 1.5371
H -5.0013 -0.7173 -0.8184
H -5.5195 -0.0449 -2.3732
H -4.5752 0.9651 -1.2465
H -3.4924 -2.8703 -3.1593
H -4.9572 -1.9384 -3.4076
H -3.6257 -0.6367 -5.2721
H -4.0873 -2.2999 -5.6427
H -2.4244 -1.9196 -5.1476
C 5.2459 5.9509 0.8608
O 5.0505 5.4567 -0.4578
H 4.2937 6.3619 1.1879
H 5.5375 5.1559 1.5530
H 5.9978 6.7441 0.8900
H 5.8786 5.0852 -0.7658
C -0.5593 -3.9809 -2.5147
O -1.6337 -4.9131 -2.3996
H 0.2568 -4.4823 -3.0296
H -0.8633 -3.1074 -3.0964
H -0.2209 -3.6578 -1.5336
H -2.3588 -4.4611 -1.9581
C -5.0656 -7.0162 -3.0194
O -3.9214 -6.7622 -2.2191
H -5.7918 -7.5252 -2.3896
H -5.5177 -6.0920 -3.3924
H -4.8312 -7.6624 -3.8702
H -3.2650 -6.3122 -2.7608
*
```

Atomic partial charges in e from the Löwdin method, atoms 1 to 8: C -0.11; C -0.27; C -0.22; C -0.19; C -0.21; C -0.19; C -0.19; C -0.19


Formula: C45H43Br2N5O9P3SW
Source: the Open Molecules 2025 dataset
Level of theory: ωB97M-V/def2-TZVPD

Properties
E_HOMO (alpha / beta) = -3.818 / -4.957 eV

Geometry as ORCA input:
```
! RIJCOSX wB97M-V def2-TZVPD def2/J DEFGRID3
* xyz -1 3
W -20.0593 -2.6735 -10.6843
S -20.2530 -5.0647 -10.8159
C -21.8804 -5.2703 -11.4425
N -22.3278 -6.3821 -11.8966
N -21.3343 -7.3817 -11.8564
C -21.6783 -8.5222 -11.0180
C -21.3262 -9.7929 -11.4144
C -21.5759 -10.8800 -10.5547
C -22.3271 -10.7247 -9.4099
C -22.7468 -9.4271 -9.1259
C -22.4704 -8.3211 -9.8723
N -22.7306 -4.1568 -11.4716
N -22.2527 -3.0741 -10.9395
C -23.2367 -1.9962 -11.1256
C -23.1911 -0.9569 -10.1984
C -23.9817 0.1789 -10.3952
C -24.8953 0.3029 -11.4489
C -25.0189 -0.8617 -12.2529
C -24.2433 -2.0094 -12.0977
H -21.0876 -7.8728 -12.7097
H -20.7840 -9.7908 -12.3415
H -21.1494 -11.8128 -10.9657
H -22.4900 -11.6491 -8.8478
H -23.3953 -9.4033 -8.2589
H -22.8065 -7.3590 -9.5410
H -22.5712 -1.1162 -9.3076
H -24.0251 1.0241 -9.7033
H -25.5400 1.1508 -11.6427
H -25.8589 -0.9294 -13.0011
H -24.3671 -2.9124 -12.7800
C -22.2052 -3.5561 -6.8187
C -20.7514 -3.3751 -6.4088
O -20.5818 -3.0806 -5.0432
P -19.8123 -4.9270 -6.8335
O -20.6863 -5.8499 -7.7624
O -19.7022 -5.7451 -5.4858
O -18.5442 -4.6645 -7.5426
P -20.0693 -1.9416 -7.3219
O -18.4477 -1.9851 -7.2196
O -20.5175 -0.7344 -6.5267
O -20.5428 -2.0768 -8.7616
H -22.7081 -4.3636 -6.2892
H -22.2439 -3.7226 -7.8333
H -22.8832 -2.6884 -6.6049
H -20.6012 -2.1228 -4.9694
H -20.5910 -5.5986 -8.7203
H -19.9496 -5.1584 -4.7500
H -17.9908 -2.5323 -7.8879
Br -15.4809 -1.2818 -9.2237
C -15.8326 -1.9768 -10.8894
C -14.8802 -1.9045 -11.9067
C -15.3233 -2.2355 -13.1582
Br -14.0214 -1.9470 -14.6320
C -16.6000 -2.7319 -13.4891
C -17.1403 -3.0488 -14.8106
C -18.4440 -3.4332 -14.8923
C -19.2998 -3.4032 -13.7481
N -18.8437 -3.1326 -12.5316
C -17.5700 -2.7519 -12.4215
C -17.1514 -2.4113 -11.1156
O -18.0860 -2.4264 -10.1243
H -13.8355 -1.6085 -11.7147
H -16.6443 -3.2005 -15.7350
H -18.8983 -3.8678 -15.7601
H -20.3540 -3.6615 -13.8306
C -21.2077 0.1733 -13.5334
O -20.9803 -1.0858 -13.0012
C -20.4238 -1.1726 -11.8030
C -19.8293 0.0159 -11.0900
H -20.3202 0.7472 -13.6191
H -21.9679 0.6842 -12.9952
H -21.5978 0.0055 -14.5235
H -18.9574 0.4345 -11.5971
H -19.4025 -0.4534 -10.2222
H -20.5043 0.7736 -10.7614
C -18.5214 6.6163 -8.9198
C -18.7382 6.2056 -7.6184
C -19.2743 4.9563 -7.3379
C -19.5355 4.0642 -8.3762
C -19.2921 4.4383 -9.7156
C -18.7930 5.7132 -9.9590
P -20.1392 2.3544 -8.1040
C -21.7846 2.6510 -7.2297
C -22.2309 1.6218 -6.3460
C -23.3973 1.8446 -5.6078
C -24.1176 3.0571 -5.7416
C -23.6602 4.0155 -6.6607
C -22.4984 3.7950 -7.3979
C -19.0601 1.8781 -6.6731
C -17.9411 1.1029 -6.9171
C -17.0155 0.6583 -5.9272
C -17.2743 1.0009 -4.5965
C -18.3975 1.7945 -4.3234
C -19.2013 2.3006 -5.3225
H -18.0825 7.5775 -9.1636
H -18.6218 6.9134 -6.7766
H -19.5184 4.7613 -6.2516
H -19.4886 3.7864 -10.5139
H -18.5806 5.9144 -11.0352
H -21.7040 0.6695 -6.3153
H -23.7319 1.1059 -4.8164
H -25.0670 3.2542 -5.2655
H -24.2597 4.9488 -6.8021
H -22.0952 4.5472 -7.9753
H -17.8283 0.6445 -7.8866
H -16.2173 -0.0381 -6.1443
H -16.7255 0.4390 -3.8342
H -18.7303 2.0163 -3.2950
H -20.0654 2.9131 -4.9812
*
```

Atomic partial charges in e from the Löwdin method, atoms 1 to 8: W 1.37; S 0.70; C -0.74; N -0.01; N -0.09; C -0.24; C -0.06; C -0.11


Formula: C2HFN2O2
Source: the Open Molecules 2025 dataset
Level of theory: ωB97M-V/def2-TZVPD

Properties
SMILES = [O-][N+]#CF.C#[N+][O-]
E_HOMO = -9.954 eV

Geometry as ORCA input:
```
! RIJCOSX wB97M-V def2-TZVPD def2/J DEFGRID3
* xyz 0 1
C 1.0938 -0.1758 0.8292
C -1.2099 0.0247 -0.8027
N -1.6845 0.7895 -0.0484
N 1.8564 -0.6571 0.1094
O 2.5653 -1.1621 -0.6851
O -1.7169 1.4512 0.9351
F -1.4444 -0.5651 -1.9222
H 0.5403 0.2946 1.5846
*
```

Population analysis type Löwdin, resulting atomic charges in e: C 0.13; C -0.11; N -0.09; N -0.23; O 0.04; O 0.03; F 0.16; H 0.07


Formula: C6H8INO
Source: the Open Molecules 2025 dataset
Level of theory: ωB97M-V/def2-TZVPD

Properties
SMILES = C=CN=C=O.C/C=C/I
E_HOMO = -8.743 eV

Geometry as ORCA input:
```
! RIJCOSX wB97M-V def2-TZVPD def2/J DEFGRID3
* xyz 0 1
C 1.8475 0.7267 -2.2895
C -0.1022 -0.8462 -1.9161
C 3.0625 0.1798 -2.3685
C -0.1693 -1.8079 0.8018
C -0.9336 -0.8563 1.3486
C -2.3141 -0.5798 0.8142
N 0.6690 0.0649 -1.9939
O -0.9804 -1.6196 -1.8543
I 1.5931 -2.6020 1.5334
H 1.7361 1.8094 -2.4342
H 3.8717 0.7146 -2.7412
H 3.2214 -0.8137 -2.1414
H -0.3696 -2.4295 -0.1128
H -0.6234 -0.4234 2.3310
H -2.9488 -1.5025 1.0636
H -2.2290 -0.3607 -0.3529
H -2.7040 0.3742 1.1127
*
```

Atomic partial charges in e from the Löwdin method, atoms 1 to 8: C -0.19; C -0.32; C 0.05; C -0.74; C -0.29; C -0.11; N 0.16; O 0.11


One value per record, in order, for total energy: -742.71670; -1453.69643; -1962.19261; -9329.11993; -436.40532; -661.02847 Eh.